The following is a DFT calculation (ωB97M-V with the def2-TZVPD basis set) of an isolated ion of composition C8H12N4 and charge +2 in a non-equilibrium geometry.

The spin multiplicity is 1. Its SMILES is Cn1ccc[n+]1-[n+]1cccn1C. The net charge is +2. Its orbital gap is 10.6562 eV.

Last column: Löwdin charge in e.
Geometry (Å):
C -1.18877 1.43506 -1.54399  0.06
N -0.71124 0.02766 -1.54711  -0.05
C -0.72753 -0.81928 -2.55841  0.07
C 0.02110 -1.94162 -2.20139  0.03
C 0.16270 -1.89717 -0.87817  0.06
N -0.26450 -0.63454 -0.45678  -0.01
N -0.25823 -0.21185 0.82552  0.00
C -1.24869 -0.22630 1.76961  0.06
C -0.80415 0.47080 2.87040  0.06
C 0.54980 0.85708 2.59784  0.09
N 0.84950 0.39222 1.39148  -0.05
C 2.15122 0.52228 0.79761  0.02
H -2.31006 1.51887 -1.14006  0.16
H -0.49740 1.87747 -0.90662  0.05
H -1.07817 1.95623 -2.60625  0.17
H -1.16248 -0.52748 -3.44610  0.14
H 0.29321 -2.75028 -2.79510  0.13
H 0.56579 -2.76551 -0.30573  0.18
H -2.16904 -0.75006 1.51855  0.17
H -1.48464 0.56679 3.70060  0.14
H 1.40189 1.33688 3.00917  0.16
H 2.92345 -0.29553 0.95019  0.14
H 2.28855 0.59859 -0.31298  0.13
H 2.69769 1.25967 1.26774  0.08

The following is a DFT calculation (ωB97M-V with the def2-TZVPD basis set) of C19H31ClMnN7O5Se as an isolated structure in a non-equilibrium geometry.

The spin multiplicity is 2. The net charge is +1. Its orbital gap (spin up / spin down) is 6.9043 / 6.8984 eV.

Last column: Löwdin spin population.
Geometry (Å):
Mn 0.11182 0.46244 -0.45511  0.97
C 1.60079 2.49558 -3.03398  0.00
O 0.52960 1.62402 -2.70931  0.00
C -0.60995 1.83253 -3.51596  0.00
C -1.67570 0.83401 -3.04729  0.00
O -1.06118 -0.27282 -2.38918  0.00
C -0.27152 -1.03915 -3.30226  0.00
C 0.73832 -1.81369 -2.50091  0.00
O 1.43514 -0.94937 -1.60366  0.00
C 2.81953 -0.75257 -1.89694  0.00
H 1.28545 3.54162 -2.98178  0.00
H 1.96754 2.29054 -4.04378  0.00
H 2.39193 2.32036 -2.30789  0.00
H -0.34679 1.68624 -4.56951  0.00
H -0.98575 2.85640 -3.40776  0.00
H -2.26780 0.48747 -3.89729  0.00
H -2.33664 1.28134 -2.31425  0.00
H 0.23150 -0.37565 -4.00716  0.00
H -0.91393 -1.73111 -3.85391  0.00
H 1.44022 -2.31324 -3.17027  0.00
H 0.22106 -2.56173 -1.91187  0.00
H 3.35253 -1.70368 -1.85240  0.00
H 3.21239 -0.08168 -1.13601  0.00
H 2.94858 -0.30711 -2.88628  0.00
Se 0.93166 4.52356 0.09699  0.00
N -0.57392 5.12161 0.77182  0.00
C -1.45167 4.13663 0.71127  0.00
C -2.79295 4.14193 1.18635  0.00
C -3.50549 2.99368 1.03642  0.00
C -2.92081 1.83618 0.44513  0.00
N -1.70007 1.77944 -0.01688  0.00
C -0.97029 2.93019 0.10351  0.00
N 0.27271 2.93428 -0.31368  0.00
H -3.20513 5.02595 1.65269  0.00
H -4.52676 2.93232 1.38389  0.00
H -3.50776 0.92765 0.36427  0.00
C -1.11984 -1.38935 1.86733  0.00
N -0.06004 -1.72262 0.86757  -0.01
C -0.37810 -3.08254 0.35538  0.00
N -0.47366 -4.08457 1.40083  0.00
C -1.50377 -3.67297 2.35998  0.00
N -1.20035 -2.36530 2.93670  0.00
C 0.10306 -2.43784 3.60259  0.00
N 1.16184 -2.84347 2.67089  0.00
C 1.23682 -1.86575 1.59944  0.00
C 0.80768 -4.14409 2.10736  0.00
H -2.07851 -1.35801 1.34141  0.00
H -0.90705 -0.40691 2.28364  0.00
H 0.41516 -3.39154 -0.32469  0.00
H -1.33063 -3.04170 -0.18026  0.00
H -1.56038 -4.41418 3.15716  0.00
H -2.46863 -3.62622 1.85132  0.00
H 0.04849 -3.16411 4.41379  0.00
H 0.34609 -1.45864 4.01819  0.00
H 1.99562 -2.17670 0.87673  0.00
H 1.51454 -0.90469 2.01062  0.00
H 0.73532 -4.87804 2.91023  0.00
H 1.58879 -4.45798 1.41196  0.00
Cl 3.51208 1.79060 1.02791  0.00
C 2.46775 2.12717 2.44333  0.00
C 0.97871 1.84088 2.19550  0.00
O 0.16005 2.45834 2.85058  0.00
O 0.72348 0.92075 1.34217  0.03
H 2.59902 3.16669 2.72411  0.00
H 2.81982 1.48860 3.25123  0.00

The following is a DFT calculation (ωB97M-V with the def2-TZVPD basis set) of C39H37N9O4S2Sr as an isolated structure in a non-equilibrium geometry.

The spin multiplicity is 1. Its orbital gap (spin up / spin down) is 6.3702 / 5.8217 eV.

Last column: Löwdin charge in e.
Geometry (Å):
Sr 1.07730 -0.22475 -0.98014  1.24
C 1.55249 3.12368 3.78296  -0.09
C 1.55454 4.09416 2.61106  -0.28
N 0.57372 3.75388 1.59371  -0.03
C 0.72025 2.77887 0.67104  -0.79
S 2.25312 2.06378 0.39487  0.59
N -0.46764 2.55721 0.02450  -0.02
N -0.53839 1.51217 -0.77206  -0.16
C -1.77974 1.48785 -1.57873  -0.40
C -2.93609 2.16874 -0.84997  -0.03
C -2.08022 0.01198 -1.94257  -0.23
C -3.36780 -0.49822 -2.02890  -0.01
C -3.55650 -1.79758 -2.47115  -0.04
C -2.46136 -2.56037 -2.83903  -0.05
C -1.20775 -1.98581 -2.72397  -0.13
N -1.02367 -0.73976 -2.28176  0.01
H 2.28639 3.42821 4.53191  0.08
H 1.80917 2.12012 3.44090  0.05
H 0.57305 3.08871 4.26628  0.07
H 2.53355 4.11161 2.13676  0.08
H 1.32931 5.10774 2.94587  0.11
H -0.39224 3.98092 1.77897  0.13
H -2.63915 3.17506 -0.57451  0.08
H -3.18250 1.63293 0.06960  0.07
H -3.83478 2.22504 -1.45930  0.07
H -4.21528 0.10734 -1.73935  0.11
H -4.55723 -2.20680 -2.53310  0.11
H -2.57053 -3.57311 -3.20126  0.11
H -0.30993 -2.53394 -2.99244  0.10
O 2.53526 -1.98753 7.00695  0.11
C 1.71045 -1.32251 6.15833  -0.48
O 0.84823 -0.62462 6.61654  0.10
C 1.94068 -1.49913 4.69484  -0.15
C 1.14006 -0.75478 3.82534  -0.02
C 1.28932 -0.86437 2.46372  -0.05
C 2.24398 -1.73601 1.88823  -0.30
C 3.04927 -2.47270 2.76998  -0.01
C 2.89196 -2.34843 4.14139  -0.03
N 2.30606 -1.78327 0.50731  -0.10
C 3.12985 -2.61224 -0.15109  -0.13
C 3.19141 -2.65048 -1.57711  -0.28
C 4.10006 -3.52265 -2.23391  -0.04
C 4.16770 -3.54590 -3.59572  -0.08
C 3.32684 -2.70342 -4.35556  -0.08
C 2.46256 -1.88731 -3.67146  -0.19
N 2.37323 -1.83733 -2.32839  -0.07
H 3.19468 -2.47805 6.50720  0.08
H 0.40467 -0.08486 4.25271  0.12
H 0.65826 -0.26712 1.80963  0.07
H 3.80891 -3.14247 2.39226  0.09
H 3.54661 -2.95112 4.76383  0.11
H 3.79512 -3.29796 0.36846  0.10
H 4.73751 -4.16030 -1.63392  0.11
H 4.86608 -4.20864 -4.09175  0.10
H 3.35425 -2.69286 -5.43561  0.09
H 1.79679 -1.21680 -4.20906  0.11
S -0.80709 3.08968 -5.21197  1.07
C -2.47113 2.84887 -5.01522  -0.40
C -2.74620 2.33541 -3.79130  -0.14
C -1.58836 2.12825 -2.96984  -0.17
C -0.43821 2.49547 -3.63134  -0.38
C 1.03670 2.50610 -3.37158  -0.29
C 1.74070 3.66272 -3.70523  -0.04
C 3.12142 3.67185 -3.63462  -0.04
C 3.77983 2.52927 -3.22196  -0.05
C 3.01281 1.43642 -2.86876  -0.19
N 1.67723 1.41334 -2.93924  0.02
H -3.16571 3.08880 -5.80489  0.07
H -3.75257 2.09519 -3.48116  0.11
H 1.20128 4.54724 -4.01381  0.10
H 3.67354 4.56515 -3.89724  0.11
H 4.85680 2.48757 -3.13822  0.11
H 3.49202 0.52945 -2.51021  0.10
O -4.77206 2.20012 2.85084  -0.04
C -5.17625 0.85057 2.99047  -0.24
N -4.05009 0.09118 2.50616  0.09
C -4.14019 -1.24757 2.32476  -0.45
O -5.16857 -1.86637 2.54318  0.07
C -2.90114 -1.92311 1.82409  -0.10
C -2.67134 -3.25713 2.12558  0.01
C -1.53149 -3.86402 1.62961  -0.03
C -0.67622 -3.12174 0.82632  -0.12
N -0.90657 -1.84914 0.50588  0.05
C -1.99312 -1.26952 1.00821  -0.09
H -5.44841 2.76788 3.22919  0.09
H -6.05329 0.61213 2.38737  0.13
H -5.39395 0.60143 4.03267  0.13
H -3.15891 0.56010 2.49926  0.14
H -3.38298 -3.78982 2.74373  0.13
H -1.30058 -4.89581 1.85789  0.11
H 0.23328 -3.55670 0.42421  0.11
H -2.14307 -0.23009 0.73381  0.10

The records above yield relative energy (zero: lowest compared OMol25 entry of this formula, charge and spin) values of 100.0; 55.1; 6.7 kcal/mol, respectively.
The records above yield calculated total energy values of -14430.0798; -150054.4866; -85153.4826 eV, respectively.